{"formula": "C4H7NO2", "method": "ωB97M-V with the def2-TZVPD basis set", "e_tot_ha": -361.84206, "mol_weight_g_mol": 101.1, "smiles": "O=CCCNC=O", "gap_ha": 0.3868, "elements": ["O", "C", "C", "C", "N", "C", "O", "H", "H", "H", "H", "H", "H", "H"], "positions_angstrom": [[1.215203, 2.470812, 0.139972], [1.749362, 1.498060, 0.603944], [1.231749, 0.095680, 0.353821], [-0.295951, 0.034930, 0.382732], [-0.825841, -1.057297, -0.436681], [-2.012838, -0.928387, -1.083390], [-2.664402, -1.855967, -1.509405], [2.653949, 1.598531, 1.231274], [1.578276, -0.247425, -0.617811], [1.641000, -0.591531, 1.095802], [-0.675107, -0.054095, 1.409413], [-0.692803, 0.950309, -0.053583], [-0.580986, -2.023404, -0.240073], [-2.321612, 0.109785, -1.276017]], "forces_ev_per_angstrom": [[0.1, 0.0, 0.1], [-0.2, 0.0, -0.2], [-0.3, -0.2, 0.6], [-0.2, -0.3, -0.4], [0.1, 0.1, 0.3], [-0.2, -0.3, -0.6], [0.1, 0.0, 0.1], [0.0, 0.0, -0.1], [0.1, 0.1, -0.2], [0.2, 0.0, 0.0], [0.2, 0.1, -0.1], [0.0, 0.1, 0.1], [0.0, 0.3, 0.1], [0.1, 0.2, 0.2]]}

---

{"formula": "C4H10N4O2", "method": "ωB97M-V with the def2-TZVPD basis set", "e_tot_ha": -527.78432, "mol_weight_g_mol": 146.2, "smiles": "COC(=O)CNN=C(N)N", "gap_ha": 0.3460, "elements": ["C", "O", "C", "O", "C", "N", "N", "C", "N", "N", "H", "H", "H", "H", "H", "H", "H", "H", "H", "H"], "positions_angstrom": [[3.374598, -1.289376, 0.135350], [2.222440, -0.748874, -0.361964], [2.058261, 0.642195, -0.055786], [2.873824, 1.391397, 0.440221], [0.587840, 0.970472, -0.307274], [-0.387064, -0.112062, -0.011127], [-1.663469, -0.113333, -0.881191], [-2.661409, -0.146043, 0.009223], [-2.654209, -0.288359, 1.421137], [-3.822125, -0.133632, -0.583659], [4.186594, -0.489368, -0.268175], [3.612807, -2.351276, -0.401350], [3.437813, -1.537805, 1.252818], [0.318757, 2.041960, -0.029688], [0.941146, 1.078003, -1.390396], [-0.062356, -1.022542, -0.412548], [-1.646965, -0.292082, 1.548366], [-3.400183, 0.401703, 2.116618], [-4.738282, -0.138131, -0.071547], [-3.887110, 0.637579, -1.275347]], "forces_ev_per_angstrom": [[4.6, -1.3, -1.4], [-1.7, 2.3, 0.5], [-0.9, -0.9, 2.9], [-0.6, -1.6, -1.4], [1.1, 0.5, -2.1], [-0.2, -0.8, -1.9], [0.7, 0.9, 3.9], [2.2, 0.1, 0.7], [-1.8, 1.9, 0.2], [-6.0, 1.9, -1.9], [-1.0, -2.3, 1.7], [-0.8, 2.6, 1.0], [-0.4, 1.0, -1.4], [0.2, -1.8, 0.2], [-1.8, 0.0, -0.1], [0.6, 1.4, 1.0], [0.2, 0.4, 1.5], [3.5, -2.7, -3.3], [1.8, -0.3, -0.2], [0.2, -1.3, 0.3]]}

---

{"formula": "C14H28BCl10O", "method": "ωB97M-V with the def2-TZVPD basis set", "e_tot_ha": -5252.18390, "mol_weight_g_mol": 577.7, "charge": -1, "gap_ha": 0.1495, "elements": ["C", "C", "B", "O", "C", "C", "Cl", "C", "C", "Cl", "H", "H", "H", "H", "H", "H", "H", "H", "H", "H", "H", "H", "Cl", "C", "C", "Cl", "H", "H", "H", "H", "Cl", "C", "C", "Cl", "H", "H", "H", "H", "Cl", "C", "C", "Cl", "H", "H", "H", "H", "Cl", "C", "C", "Cl", "H", "H", "H", "H"], "positions_angstrom": [[0.572925, 0.666579, 4.253991], [0.447202, 0.599221, 2.620917], [1.486701, -0.438751, 1.881918], [1.508367, -1.911485, 2.022268], [2.626172, 0.208368, 0.843025], [1.815393, 0.706408, -0.503035], [0.164749, -0.169889, -0.729898], [2.683013, 0.551238, -1.899142], [2.465924, -0.927203, -2.627284], [2.152691, 1.901077, -3.082037], [-0.240403, 1.459747, 4.619467], [0.239389, -0.361282, 4.749971], [1.650556, 0.899105, 4.650407], [-0.660226, 0.248040, 2.377500], [0.642057, 1.682446, 2.210644], [0.605931, -2.213309, 1.667741], [3.070255, 1.169197, 1.377741], [1.622531, 1.867769, -0.362540], [3.830662, 0.611087, -1.638339], [1.411577, -1.019473, -3.138937], [2.501267, -1.739436, -1.765760], [3.303920, -1.062383, -3.438836], [-1.494866, -2.785853, 0.728185], [-2.350822, -2.999611, -0.819358], [-2.157842, -4.393414, -1.394431], [-0.486083, -4.669138, -1.942947], [-2.000967, -2.226347, -1.510476], [-3.412080, -2.822740, -0.620712], [-2.803672, -4.528308, -2.267089], [-2.407671, -5.169087, -0.663602], [-1.691751, 3.276268, 5.316629], [-0.978532, 4.857044, 4.909556], [0.538837, 4.801025, 4.838220], [1.278514, 4.548429, 6.438454], [-1.320630, 5.585108, 5.651763], [-1.386308, 5.146713, 3.936508], [0.928344, 5.748983, 4.455484], [0.881870, 4.000274, 4.175409], [1.878062, -2.482790, -6.742825], [2.591280, -0.902013, -7.149898], [4.108650, -0.958031, -7.221234], [4.848327, -1.210629, -5.621000], [2.249183, -0.173949, -6.407692], [2.183504, -0.612345, -8.122946], [4.498156, -0.010074, -7.603971], [4.451681, -1.758783, -7.884046], [-6.376265, -2.074556, 0.933064], [-5.424379, -0.935772, 1.918116], [-5.057544, 0.322157, 1.147607], [-3.878934, -0.002118, -0.147539], [-4.534721, -1.460987, 2.279555], [-6.040349, -0.675361, 2.784011], [-4.595266, 1.049462, 1.821515], [-5.938378, 0.789375, 0.695909]], "forces_ev_per_angstrom": [[-1.3, -0.3, 0.3], [-0.7, -0.1, 1.0], [2.1, 0.0, -1.8], [-2.6, 1.8, -0.9], [-1.8, 0.6, 0.2], [2.4, 1.6, 1.3], [0.7, 0.7, 0.0], [-0.2, -2.4, 0.9], [-0.1, 0.5, 0.3], [0.5, -0.7, 0.4], [2.3, -1.7, -0.6], [0.8, 2.0, -1.1], [-2.1, -0.2, -0.9], [2.0, 0.9, 0.4], [-0.6, -2.1, 0.6], [1.8, 0.4, 1.0], [-1.1, -1.2, -1.2], [-0.2, -2.3, -0.7], [-2.5, 0.4, -0.5], [2.1, 0.4, 1.0], [0.2, 1.7, -1.8], [-1.7, 0.1, 1.8], [-0.3, -0.2, 0.1], [-0.2, -0.1, -0.3], [-0.2, 0.1, 0.1], [0.0, 0.0, 0.0], [0.1, -0.2, 0.2], [0.2, -0.1, 0.0], [0.1, 0.1, 0.1], [0.1, 0.2, -0.1], [-0.2, 0.3, 0.1], [0.1, 0.3, -0.1], [-0.1, 0.0, -0.4], [0.0, 0.0, 0.0], [0.1, -0.2, -0.1], [0.2, -0.1, 0.1], [-0.1, -0.1, 0.1], [-0.1, 0.1, 0.2], [0.0, 0.0, 0.0], [0.1, 0.3, -0.1], [-0.1, 0.1, -0.2], [0.1, -0.1, -0.1], [0.1, -0.2, 0.0], [0.1, -0.1, 0.1], [-0.2, -0.1, 0.1], [-0.1, 0.1, 0.2], [0.0, -0.1, -0.1], [0.2, 0.3, 0.3], [-0.1, 0.0, 0.1], [-0.1, 0.1, 0.0], [-0.1, 0.1, -0.2], [0.1, 0.0, -0.2], [0.0, -0.2, 0.0], [0.2, -0.2, 0.1]]}

---

{"formula": "C32H87N3O11", "method": "ωB97M-V with the def2-TZVPD basis set", "e_tot_ha": -2263.14222, "mol_weight_g_mol": 690.1, "smiles": "COC[C@H](C)N.COC[C@H](C)N.COC[C@H](C)N.CC(C)O.CC(C)O.CC(C)O.CC(C)O.CC(C)O.CC(C)O.OCCO", "gap_ha": 0.3515, "elements": ["C", "O", "C", "C", "C", "N", "H", "H", "H", "H", "H", "H", "H", "H", "H", "H", "H", "C", "O", "C", "C", "C", "N", "H", "H", "H", "H", "H", "H", "H", "H", "H", "H", "H", "C", "O", "C", "C", "C", "N", "H", "H", "H", "H", "H", "H", "H", "H", "H", "H", "H", "C", "C", "C", "O", "H", "H", "H", "H", "H", "H", "H", "H", "C", "C", "C", "O", "H", "H", "H", "H", "H", "H", "H", "H", "C", "C", "C", "O", "H", "H", "H", "H", "H", "H", "H", "H", "C", "C", "C", "O", "H", "H", "H", "H", "H", "H", "H", "H", "C", "C", "C", "O", "H", "H", "H", "H", "H", "H", "H", "H", "C", "C", "C", "O", "H", "H", "H", "H", "H", "H", "H", "H", "O", "C", "C", "O", "H", "H", "H", "H", "H", "H"], "positions_angstrom": [[14.815948, 13.613779, 13.029582], [13.775379, 13.148550, 13.831770], [13.974633, 11.726054, 14.131226], [12.715199, 10.935295, 14.386579], [11.749690, 11.127298, 13.203293], [11.961934, 11.311069, 15.665002], [15.788754, 13.695242, 13.493490], [14.475905, 14.630335, 12.665745], [15.050965, 12.896964, 12.247709], [14.487959, 11.257613, 13.268582], [14.653618, 11.637676, 14.986529], [13.049881, 9.919114, 14.394509], [11.652891, 12.226056, 12.952008], [10.720051, 10.896026, 13.415514], [12.073382, 10.611479, 12.272547], [11.585750, 12.229355, 15.425368], [12.583464, 11.350456, 16.445514], [13.707493, 6.446597, 13.209266], [12.594540, 6.286258, 12.295145], [12.284172, 7.440495, 11.585744], [11.290488, 7.162430, 10.457035], [11.997366, 6.782836, 9.200567], [10.509193, 8.430738, 10.314998], [13.494588, 7.331290, 13.891432], [14.722620, 6.717983, 12.737999], [13.756110, 5.511030, 13.746767], [11.834180, 8.212075, 12.219141], [13.203095, 7.900846, 11.112314], [10.660143, 6.397244, 10.872027], [12.898253, 6.195292, 9.444180], [12.435842, 7.678308, 8.710602], [11.372283, 6.182472, 8.577351], [9.726403, 8.250463, 9.682971], [11.123728, 9.120736, 9.866525], [15.755174, 8.812184, 17.681986], [16.780721, 8.505085, 16.796328], [16.548314, 9.009791, 15.499593], [17.639308, 8.478034, 14.568718], [18.968862, 8.729790, 15.200441], [17.486448, 9.081743, 13.256479], [14.771176, 8.501992, 17.260546], [15.596425, 9.869231, 17.895786], [15.934058, 8.237638, 18.554295], [15.520098, 8.673217, 15.188870], [16.554377, 10.063089, 15.600214], [17.600480, 7.379204, 14.392184], [19.686397, 8.883817, 14.378193], [19.380747, 7.931840, 15.866125], [19.108056, 9.657931, 15.822855], [17.695027, 10.062584, 13.179051], [18.056420, 8.661030, 12.523484], [12.823574, 10.271418, 20.433752], [13.781258, 10.859225, 21.473313], [13.974836, 9.935382, 22.682900], [15.006581, 11.177242, 20.848550], [13.386828, 9.390834, 19.980596], [12.538300, 10.950205, 19.703455], [11.898547, 9.854125, 20.889661], [13.339436, 11.715534, 21.904017], [13.049602, 9.532116, 23.162109], [14.684150, 10.318197, 23.418521], [14.542902, 9.068931, 22.252522], [15.500529, 10.311851, 20.772535], [19.957205, 14.339509, 16.649331], [19.004240, 13.142794, 16.559163], [18.260622, 12.732976, 17.806166], [18.021427, 13.269189, 15.500784], [19.431089, 15.220111, 16.943521], [20.467560, 14.487576, 15.716000], [20.741909, 14.124514, 17.447602], [19.628380, 12.284856, 16.253018], [17.574219, 11.980801, 17.397344], [17.741676, 13.551480, 18.259583], [18.853219, 12.256360, 18.549016], [17.640398, 14.129373, 15.574342], [20.195114, 13.285324, 11.532363], [19.894200, 12.055576, 12.443221], [20.741581, 12.131457, 13.661793], [18.471229, 12.066376, 12.743689], [19.748807, 13.251307, 10.559142], [21.262848, 13.361063, 11.355601], [19.993515, 14.249507, 11.993281], [20.242893, 11.151408, 11.906359], [20.560920, 11.308846, 14.313927], [20.539584, 13.054469, 14.222873], [21.802427, 12.129376, 13.436658], [18.327235, 12.171878, 13.734482], [15.361327, 10.125798, 10.101429], [14.012997, 10.718173, 9.616342], [13.998059, 12.269281, 9.391577], [13.442750, 10.052202, 8.523877], [16.118094, 10.231354, 9.341278], [15.331618, 9.051310, 10.368507], [15.632069, 10.730164, 10.974909], [13.328586, 10.544141, 10.489272], [13.222670, 12.572405, 8.674510], [15.051331, 12.495862, 8.978934], [13.916111, 12.778295, 10.346209], [13.915050, 10.425560, 7.757905], [9.344645, 7.646199, 14.484961], [9.642379, 8.212961, 15.888143], [11.044265, 7.860867, 16.391857], [9.419783, 9.607702, 15.942713], [9.996805, 7.893686, 13.645108], [8.289856, 7.986947, 14.236812], [9.417979, 6.497624, 14.556875], [8.817120, 7.654215, 16.542076], [11.110941, 6.724334, 16.528297], [11.240448, 8.428120, 17.330580], [11.720005, 8.112770, 15.658054], [10.258021, 9.990143, 15.735749], [14.398796, 14.161132, 19.724390], [13.918944, 13.740031, 18.398653], [14.370317, 14.475444, 17.187392], [14.157259, 12.304337, 18.254746], [14.517793, 15.249426, 19.932186], [15.486216, 13.801178, 19.975463], [13.647932, 13.779831, 20.464414], [12.790471, 13.841663, 18.445412], [13.853206, 14.163493, 16.287597], [15.462838, 14.416887, 17.104438], [14.145485, 15.463367, 17.454067], [14.663093, 12.033245, 19.063223], [15.724098, 17.052376, 13.059929], [17.051852, 17.322833, 13.416592], [17.612137, 16.136656, 14.236479], [16.840798, 15.996913, 15.407863], [15.725998, 16.246035, 12.552769], [17.716704, 17.320737, 12.557346], [17.056725, 18.209177, 13.972011], [18.577852, 16.318961, 14.624243], [17.698501, 15.195361, 13.568819], [15.921688, 16.173360, 15.352198]], "forces_ev_per_angstrom": [[-0.3, 1.1, -0.6], [-0.1, -1.8, 0.6], [0.7, 0.8, -0.2], [-1.5, 1.5, 0.3], [0.2, 1.4, -0.8], [0.2, -0.7, -2.6], [0.3, 0.3, 1.0], [0.5, -1.2, 0.1], [-0.4, 0.1, -0.8], [-0.1, 0.2, 0.2], [0.0, 0.1, 0.1], [0.0, -0.9, 0.5], [0.5, -1.0, 0.2], [-0.3, -0.8, 0.3], [-0.2, 0.2, 0.7], [0.1, -0.1, 0.7], [0.5, 0.4, 0.6], [-0.2, 1.7, -0.5], [1.4, -0.4, 0.6], [0.7, 1.3, -0.8], [0.2, 1.8, 1.1], [1.7, -0.1, 0.0], [0.0, -0.7, -0.3], [0.1, -1.1, -0.4], [-1.5, -0.6, 0.1], [0.2, 0.0, 0.3], [0.1, -0.1, 0.3], [-0.5, -0.3, 0.5], [-0.6, -0.4, -0.2], [-0.4, -0.2, 0.0], [-0.7, -0.4, 0.0], [-0.3, -0.1, -0.9], [0.3, 0.3, 0.1], [-0.4, -0.3, 0.0], [-1.5, -0.1, -1.0], [0.5, -0.2, 0.0], [-1.0, -2.1, -0.1], [-0.3, -0.1, -0.1], [2.7, 0.7, 1.0], [-0.4, -0.2, -0.9], [0.3, -0.1, 0.2], [0.5, 0.4, 0.1], [0.1, -0.3, 1.1], [0.7, 0.4, -0.1], [0.1, 1.5, -0.6], [-0.6, 0.6, 0.4], [0.0, -0.3, 0.2], [-0.6, 0.4, -0.6], [-0.8, -0.6, -0.6], [0.0, 0.5, 0.4], [-0.2, -0.3, 0.5], [0.8, -2.8, 1.6], [-1.2, -1.2, 0.5], [0.9, -1.6, -0.9], [1.1, -1.1, 0.1], [-0.8, 1.0, 0.2], [-0.2, 1.3, -1.5], [0.6, 0.3, -0.1], [-0.2, 1.7, 0.0], [0.7, 0.6, -0.5], [-0.4, 0.4, 0.1], [-0.6, 0.1, 0.5], [-0.6, 1.4, 0.0], [0.5, -1.3, 1.4], [0.7, -0.5, -0.6], [-0.3, -0.5, -1.0], [1.3, -0.9, 0.0], [-0.4, 0.8, 0.2], [0.2, 0.2, -0.4], [-1.0, 0.3, -1.0], [-0.3, 0.2, 0.0], [-0.3, 0.2, 0.6], [-0.6, 0.5, 0.2], [0.8, -0.3, 0.6], [-0.8, 1.2, 0.1], [0.7, -0.4, 0.6], [-0.2, 1.4, -1.1], [0.2, 1.0, 0.8], [0.6, -0.4, 1.2], [-0.6, -0.2, -0.4], [0.4, -0.4, -0.1], [-0.6, -0.1, 0.3], [-0.9, 0.1, 0.0], [-0.2, -0.8, 0.6], [0.0, -0.2, -0.2], [0.2, 0.0, -0.3], [0.4, 0.2, -1.5], [-0.7, 0.5, -0.1], [-0.9, 0.3, 2.2], [2.5, -1.1, -0.6], [0.5, 0.1, -1.0], [0.5, 0.2, -0.3], [-0.4, 0.7, 0.0], [0.3, -0.3, 0.0], [0.2, -0.1, -0.8], [0.2, -0.1, 0.4], [-1.6, 0.2, 0.3], [-0.2, 0.2, 0.0], [-0.4, -0.5, 0.1], [-1.0, -1.4, 0.3], [-1.5, -1.6, 0.4], [-2.0, -1.7, 2.0], [-1.1, -1.0, 0.3], [0.2, 0.5, 0.3], [1.2, -0.7, 0.1], [-0.5, 1.6, -0.2], [1.7, 1.5, -0.9], [0.0, 1.6, 0.1], [0.0, -0.7, -0.6], [1.8, 0.7, -1.6], [1.2, 1.2, -0.1], [2.0, 0.6, 2.6], [-2.1, -1.8, -0.7], [1.1, -0.7, 0.4], [0.6, 0.5, 0.8], [-0.6, -0.5, -0.6], [-2.0, 0.1, -0.5], [1.1, 0.2, -0.3], [0.9, -0.1, -0.2], [0.1, -0.1, -0.2], [-0.2, -0.2, -0.3], [-0.4, 1.9, -0.3], [-0.6, 0.0, -0.8], [-0.5, 0.5, 0.1], [1.2, -2.9, -0.5], [-1.6, 0.2, -1.0], [1.6, -1.3, 1.1], [-0.1, -0.4, -0.3], [0.0, 0.8, -0.5], [0.2, 1.4, 0.7], [1.3, 0.4, 0.0], [-0.5, 1.1, 1.0], [-1.3, 0.2, -0.9]]}